1.
Molecular formula: C4H7N
Method: DFT, ωB97M-V/def2-TZVPD

Calculated values
Structure (SMILES)   CC1=N[C@@H]1C
E_HOMO   -0.3408 hartree
HOMO-LUMO gap   10.25 eV
Charge   0

```
12
C4H7N (ωB97M-V/def2-TZVPD)
C -0.57632 -0.71532 0.00037
C -0.60482 0.62468 0.52083
C 0.50203 -2.01866 -0.10045
C 0.01069 1.80233 -0.14518
N -1.66957 -0.17347 -0.23545
H -0.64080 0.70295 1.58075
H 0.25186 -2.82903 0.63033
H 1.57980 -1.68807 -0.08169
H 0.35330 -2.48139 -1.07125
H -0.37926 2.82324 0.03482
H 0.10331 1.90394 -1.30103
H 1.06978 2.04879 0.16795
```

natural (NBO) population analysis, charges in e, atoms 1 to 2: 0.29, -0.18

2.
Molecular formula: C4H7N
Method: DFT, ωB97M-V/def2-TZVPD

Calculated values
Structure (SMILES)   C=NC(=C)C
E_HOMO   -0.3241 hartree
HOMO-LUMO gap   9.96 eV
Charge   0

```
12
C4H7N (ωB97M-V/def2-TZVPD)
C 1.12772 -0.40419 0.97608
C 0.04446 -0.44673 -0.03157
C 0.10514 -1.00996 -1.22832
C -1.50024 1.35409 -0.08472
N -1.15872 0.22732 0.36242
H 0.92443 -0.97169 1.88620
H 1.28761 0.63025 1.30619
H 2.12637 -0.64893 0.60474
H -0.61922 -0.87779 -2.01570
H 0.98178 -1.60270 -1.46392
H -2.46457 1.68613 0.30375
H -0.85476 2.06420 -0.61516
```

natural (NBO) population analysis, charges in e, atoms 1 to 2: -0.65, 0.14

Pick 2: it beats the second-best structure by 32.2 kcal/mol.

1.
Molecular formula: C5H11N4
Method: DFT, ωB97M-V/def2-TZVPD

Calculated values
Structure (SMILES)   C[N+](C)(C)c1ncn[nH]1
E_HOMO   -0.5305 hartree
HOMO-LUMO gap   11.51 eV
Charge   +1

```
20
C5H11N4 (ωB97M-V/def2-TZVPD)
C -1.15054 -1.88259 -1.91173
C -0.19013 -0.46045 -0.58423
C -1.17553 1.32062 0.60108
C 1.30779 1.26934 -0.05828
C 0.40303 -0.18847 1.71565
N -1.32339 -0.70466 -1.19810
N 0.08543 -2.21771 -1.86548
N 0.73256 -1.34721 -1.08130
N 0.06932 0.53430 0.35823
H -1.74942 -2.33401 -2.68310
H -1.15270 2.07877 1.38967
H -1.56842 1.74515 -0.25104
H -2.06010 0.59784 0.96176
H 1.64861 1.93473 0.73143
H 1.99847 0.54277 -0.33947
H 1.09474 1.89676 -0.88843
H 0.03423 0.41931 2.53983
H -0.17607 -1.08067 1.68182
H 1.49928 -0.36034 1.72318
H 1.67284 -1.76348 -0.84148
```

natural (NBO) population analysis, charges in e, atoms 1 to 2: 0.15, 0.44

2.
Molecular formula: C5H11N4
Method: DFT, ωB97M-V/def2-TZVPD

Calculated values
E_HOMO (spin up / spin down)   -0.4586 / -0.4588 hartree
HOMO-LUMO gap (spin up / spin down)   7.79 / 7.79 eV
Charge   +1

```
20
C5H11N4 (ωB97M-V/def2-TZVPD)
C 0.46580 1.65098 1.51545
C 0.57251 2.20874 0.20065
C -0.49269 -0.28247 0.62490
C 0.16382 1.56005 -2.06093
C 0.59297 -2.36824 0.51276
N 0.00303 0.38715 1.65908
N 0.30958 1.26189 -0.70943
N -1.64804 -2.01749 -0.35935
N -0.53041 -1.53592 0.37980
H 0.54342 2.23725 2.33571
H 0.88793 3.22264 0.13412
H 0.24039 2.72078 -2.15025
H 1.00837 1.08350 -2.57047
H -0.81538 1.04512 -2.32718
H 1.43021 -1.97343 0.12237
H 0.81112 -2.56867 1.63912
H 0.51420 -3.30163 -0.00144
H -0.25937 0.15516 2.60538
H -2.33940 -1.28157 -0.25467
H -1.45810 -2.20384 -1.29562
```

natural (NBO) population analysis, charges in e, atoms 1 to 2: -0.01, 0.02

Pick 1: it beats the second-best structure by 63.5 kcal/mol.

1.
Molecular formula: C3H12N2O3
Method: DFT, ωB97M-V/def2-TZVPD

Calculated values
Structure (SMILES)   CNCC(N)=O.O.O
E_HOMO   -0.3179 hartree
HOMO-LUMO gap   9.24 eV
Charge   0

```
20
C3H12N2O3 (ωB97M-V/def2-TZVPD)
C 0.59942 -0.93101 -1.30919
N 0.95033 -0.18813 -0.07641
C -0.16320 0.33181 0.65987
C -0.47676 1.73978 0.12720
N 0.57033 2.62341 0.04702
O -1.67108 1.94444 -0.00846
H 0.26823 -2.01994 -1.18798
H 1.50124 -0.88440 -1.91795
H -0.15947 -0.46329 -1.89576
H 1.50459 -0.73903 0.51545
H 0.07516 0.31492 1.76757
H -1.04472 -0.24971 0.65842
H 1.42538 2.45270 0.65733
H 0.48669 3.61149 -0.20361
H -2.74204 0.65528 -0.52557
H -2.77174 -0.29086 -1.77505
O -2.63152 -0.33502 -0.84704
H 1.83722 -2.58180 2.35232
H 1.28725 -2.69028 1.01799
O 1.15468 -2.30036 1.94387
```

natural (NBO) population analysis, charges in e, atoms 1 to 2: -0.42, -0.64

2.
Molecular formula: C3H12N2O3
Method: DFT, ωB97M-V/def2-TZVPD

Calculated values
E_HOMO   -0.3206 hartree
HOMO-LUMO gap   4.34 eV
Charge   0

```
20
C3H12N2O3 (ωB97M-V/def2-TZVPD)
C -1.65868 1.35086 0.39872
N -0.96361 0.80053 1.58374
C 0.37742 0.38555 1.18330
C 0.37067 -0.84119 0.29563
N 1.72100 -1.09632 -0.06001
O -1.71376 0.49111 -0.60958
H -2.59719 1.82272 0.80965
H -1.46952 0.05209 2.05074
H 1.04872 0.20404 2.02272
H 0.73344 1.16434 0.51570
H -0.11964 -1.68240 0.81811
H -0.25424 -0.69251 -0.62706
H 1.81342 -1.85744 -0.72219
H 2.22893 -0.18828 -0.25750
H -1.49150 -0.93570 -1.44306
H 3.37377 1.54965 -0.84559
O 2.50407 1.13716 -0.99963
H -1.55860 -2.00745 -2.56305
H -1.05066 2.22608 0.10240
O -1.29403 -1.88284 -1.65301
```

natural (NBO) population analysis, charges in e, atoms 1 to 2: 0.07, -0.54

Pick 1: it beats the second-best structure by 151.2 kcal/mol.

1.
Molecular formula: C5H14O
Method: DFT, ωB97M-V/def2-TZVPD

Calculated values
Structure (SMILES)   CCC(C)C.O
E_HOMO   -0.3851 hartree
HOMO-LUMO gap   11.27 eV
Charge   0

```
20
C5H14O (ωB97M-V/def2-TZVPD)
C -0.77494 -2.14493 0.31112
C 0.12958 -0.97018 -0.13027
C -0.29450 0.54108 0.25651
C -0.06158 1.34630 -1.02231
C -1.74308 0.70452 0.79720
H -1.76072 -1.77841 0.04350
H -0.88416 -2.37471 1.37265
H -0.65522 -3.08893 -0.20958
H 0.00924 -1.06264 -1.20958
H 1.15632 -0.95355 0.22873
H 0.34127 0.94727 1.04688
H -0.21937 2.41680 -0.89404
H 0.88913 1.06186 -1.47314
H -0.78411 1.00033 -1.77213
H -2.40823 0.27882 0.04608
H -1.85670 0.17137 1.73274
H -2.02765 1.75773 0.77375
H 3.73539 1.49886 0.12754
H 3.80570 -0.02843 0.22487
O 3.40363 0.67684 -0.25053
```

natural (NBO) population analysis, charges in e, atoms 1 to 2: -0.62, -0.40

2.
Molecular formula: C5H14O
Method: DFT, ωB97M-V/def2-TZVPD

Calculated values
Structure (SMILES)   CC(C)(C)C.O
E_HOMO   -0.4000 hartree
HOMO-LUMO gap   11.55 eV
Charge   0

```
20
C5H14O (ωB97M-V/def2-TZVPD)
C -0.86509 -0.99056 0.91810
C -0.30181 1.39142 0.13753
C 0.48306 -0.63492 -1.14218
C -1.86471 -0.12162 -1.21981
C -0.58822 -0.04197 -0.31999
H -0.96488 -2.06688 0.69860
H -1.80049 -0.63844 1.38461
H -0.03996 -0.85315 1.63705
H -1.01092 1.78713 0.88397
H -0.34522 2.02892 -0.76153
H 0.71680 1.44416 0.55736
H 0.70196 -0.05169 -2.05242
H 0.16682 -1.64839 -1.44128
H 1.40735 -0.71645 -0.54582
H -2.16712 -1.17933 -1.29972
H -1.69667 0.27396 -2.23563
H -2.68777 0.44533 -0.75318
O 3.61770 0.87924 1.66476
H 2.84224 0.36471 1.98444
H 4.39693 0.32853 1.90513
```

natural (NBO) population analysis, charges in e, atoms 1 to 2: -0.61, -0.61

Pick 2: it beats the second-best structure by 13.5 kcal/mol.

1.
Molecular formula: C5H14O
Method: DFT, ωB97M-V/def2-TZVPD

Calculated values
Structure (SMILES)   CC(C)O.CC
E_HOMO   -0.3767 hartree
HOMO-LUMO gap   11.18 eV
Charge   0

```
20
C5H14O (ωB97M-V/def2-TZVPD)
C -1.10167 0.21765 0.66027
C -0.95321 1.11053 -0.55478
C -1.88066 0.81136 1.82049
O -1.77585 -0.96821 0.17003
H -0.15217 -0.15750 0.95338
H -0.05427 0.89910 -1.11480
H -2.28896 0.02556 2.44961
H -1.31144 1.59418 2.31932
H -2.74400 1.32349 1.38030
H -1.82032 -1.62114 0.87861
H -0.94640 2.16167 -0.29861
H -1.75605 0.88762 -1.25838
C 2.30808 0.02127 -0.77502
C 3.16497 -1.14786 -1.25002
H 2.41934 0.82306 -1.50094
H 1.25812 -0.14015 -0.57485
H 2.72654 0.20042 0.21991
H 2.86458 -1.60675 -2.20396
H 3.00808 -2.07084 -0.67575
H 4.21940 -0.89913 -1.30072
```

natural (NBO) population analysis, charges in e, atoms 1 to 2: 0.09, -0.63

2.
Molecular formula: C5H14O
Method: DFT, ωB97M-V/def2-TZVPD

Calculated values
Structure (SMILES)   CC(C)O.CC
E_HOMO   -0.3754 hartree
HOMO-LUMO gap   11.16 eV
Charge   0

```
20
C5H14O (ωB97M-V/def2-TZVPD)
C -1.25614 0.00467 0.65224
C -1.00737 1.01347 -0.46170
C -1.33512 0.66748 2.01574
O -2.48071 -0.73172 0.45534
H -0.47167 -0.74621 0.67223
H -1.98128 1.45792 -0.71530
H -2.09831 1.44536 2.08821
H -1.55992 -0.10105 2.76085
H -0.35858 1.09551 2.26636
H -2.78584 -0.60997 -0.46400
H -0.69674 0.55346 -1.39956
H -0.33052 1.77732 -0.10454
C 3.53594 -0.10863 -1.27825
C 2.24750 -0.93019 -1.20302
H 3.35464 0.96635 -1.38240
H 4.09942 -0.17372 -0.35815
H 4.16987 -0.47543 -2.08338
H 2.56113 -1.96318 -1.00525
H 1.84487 -1.03017 -2.21773
H 1.52969 -0.55856 -0.48766
```

natural (NBO) population analysis, charges in e, atoms 1 to 2: 0.10, -0.64

3.
Molecular formula: C5H14O
Method: DFT, ωB97M-V/def2-TZVPD

Calculated values
Structure (SMILES)   CCCCC.O
E_HOMO   -0.3952 hartree
HOMO-LUMO gap   11.68 eV
Charge   0

```
20
C5H14O (ωB97M-V/def2-TZVPD)
C -0.64911 -1.41563 1.90319
C -1.09821 0.02248 1.64996
C -1.32045 0.41913 0.16925
C -0.01845 0.37988 -0.66001
C 0.82878 1.58846 -0.32137
H -0.64066 -1.60809 2.95911
H 0.38039 -1.50861 1.52407
H -1.28125 -2.14070 1.40504
H -0.55882 0.88698 2.10760
H -2.02664 0.15573 2.21997
H -1.96298 -0.37074 -0.24475
H -1.77272 1.40763 0.34440
H 0.55305 -0.50285 -0.52787
H -0.39124 0.59491 -1.75187
H 0.41461 2.21969 0.49194
H 1.83694 1.39991 0.08908
H 0.94626 2.37879 -1.08445
H 1.57785 -0.00690 -2.23374
H 1.17364 -1.30386 -2.83534
O 1.91663 -0.90144 -2.36278
```

natural (NBO) population analysis, charges in e, atoms 1 to 2: -0.61, -0.40

Pick 2: it beats the second-best structure by 9.0 kcal/mol.

1.
Molecular formula: C5H14O
Method: DFT, ωB97M-V/def2-TZVPD

Calculated values
Structure (SMILES)   CC(C)O.CC
E_HOMO   -0.3712 hartree
HOMO-LUMO gap   11.05 eV
Charge   0

```
20
C5H14O (ωB97M-V/def2-TZVPD)
C -2.30409 1.26024 0.44454
C -3.09117 -0.02122 0.31264
H -1.82645 1.69074 1.33818
H -2.89188 2.24593 0.31600
H -1.59022 1.35086 -0.35277
H -2.45357 -0.77122 -0.14098
H -4.06017 0.03092 -0.17436
H -3.37680 -0.38208 1.31898
C 1.04462 -0.36816 -0.11391
C 1.36453 -1.40149 -1.16822
C 1.69977 -0.38664 1.24381
O 1.45501 0.81960 -0.81354
H -0.08545 -0.31319 0.05970
H 1.29287 -2.43952 -0.88665
H 1.59886 -1.33042 1.74434
H 1.42699 0.49787 1.84626
H 2.72741 -0.07631 0.99675
H 1.93580 1.50380 -0.34517
H 2.37038 -1.23938 -1.53654
H 0.66548 -1.30026 -1.98375
```

natural (NBO) population analysis, charges in e, atoms 1 to 2: -0.65, -0.62

2.
Molecular formula: C5H14O
Method: DFT, ωB97M-V/def2-TZVPD

Calculated values
Structure (SMILES)   CCC.CCO
E_HOMO   -0.3826 hartree
HOMO-LUMO gap   11.38 eV
Charge   0

```
20
C5H14O (ωB97M-V/def2-TZVPD)
C -4.50911 1.72346 0.82056
C -3.55427 0.82808 1.62272
C -3.65370 1.22983 3.12816
H -3.95506 2.21972 0.01010
H -4.96970 2.58173 1.38376
H -5.42400 1.27156 0.42675
H -2.49216 1.05022 1.48422
H -3.78492 -0.19341 1.37154
H -3.05303 2.10154 3.40632
H -4.68886 1.55695 3.22585
H -3.39246 0.51703 3.90787
C 4.17869 -1.68981 -1.80271
O 3.92997 -1.43418 -3.17447
C 3.60697 -0.81629 -0.74346
H 3.76573 -2.69735 -1.71004
H 5.24609 -1.96405 -1.52696
H 4.30132 -0.55770 -3.32485
H 3.72343 -1.26230 0.26467
H 4.24157 0.03450 -0.44068
H 2.61477 -0.40268 -0.94165
```

natural (NBO) population analysis, charges in e, atoms 1 to 2: -0.62, -0.41

Pick 1: it beats the second-best structure by 4.4 kcal/mol.